Record 1
22
Properties=species:S:1:pos:R:3:forces:R:3 method="wB97M-V/def2-TZVPD" e_lumo_ha=0.03884 de_lowest_ev=1.660 gap_ev=9.8 total_charge=0 smiles="C=CC[C@H](C)NCN" total_energy_ev=-9427.82392
C 0.3715 -1.9059 0.3911 -0.231 -1.512 -0.457
C 0.2274 -0.3912 0.4753 -0.543 -0.531 0.460
C 1.2480 0.3097 -0.4300 0.296 -0.178 -0.256
C 1.7324 1.6336 0.0891 0.434 0.917 0.114
C 2.4023 1.8333 1.2220 -0.090 -1.048 -0.042
N -1.1916 -0.0186 0.2969 1.149 -0.369 0.006
C -1.8041 -0.4566 -0.9491 -1.947 0.941 1.107
N -3.2703 -0.1153 -0.8550 1.646 -1.010 -0.859
H 0.4939 -2.2752 -0.6357 0.208 0.245 0.044
H 1.1731 -2.3586 0.9844 0.353 0.654 -0.171
H -0.4836 -2.4903 0.7462 -0.348 0.620 0.126
H 0.5154 -0.1587 1.5065 -0.280 0.344 -0.100
H 2.0587 -0.4150 -0.5486 0.383 0.318 0.264
H 0.9422 0.4622 -1.4708 -0.582 -0.178 0.214
H 1.5372 2.5016 -0.5375 0.078 -0.070 -0.081
H 2.5577 0.9725 1.8630 0.182 -0.087 0.118
H 2.8824 2.7316 1.5770 -0.377 0.371 -0.264
H -1.3316 0.9584 0.5208 -0.086 0.070 -0.391
H -1.5030 0.0420 -1.8782 0.585 -0.202 0.046
H -1.6718 -1.5288 -1.0099 0.096 -0.148 -0.226
H -3.5290 -0.0034 0.1186 -0.086 0.448 -0.331
H -3.3569 0.6727 -1.4763 -0.841 0.406 0.679

Record 2
22
Properties=species:S:1:pos:R:3:forces:R:3 method="wB97M-V/def2-TZVPD" e_lumo_ha=0.03531 de_lowest_ev=1.241 gap_ev=9.6 total_charge=0 smiles="C/C(N)=C/CCCN" total_energy_ev=-9428.24336
C -1.4300 -0.5659 2.2443 -0.246 -0.833 0.302
C -1.0500 -1.1528 0.8811 -0.112 -0.150 0.223
C -0.6893 -0.0591 -0.1552 0.038 0.254 1.725
N 0.8472 0.8239 -2.6260 0.129 -1.133 1.238
C 1.4593 0.3723 -1.3568 0.816 0.462 -1.992
C 0.8066 0.1289 -0.2317 -0.290 -0.581 -0.966
C 2.9547 0.2723 -1.5850 -0.515 0.414 0.780
N -2.6542 0.2211 2.1764 -0.291 0.609 -0.125
H -0.5820 -0.0514 2.7046 -0.044 0.440 -0.281
H -1.6356 -1.3816 2.9503 0.200 -0.167 -0.215
H -0.2595 -1.8920 1.0296 0.284 0.237 -0.118
H -1.8740 -1.7701 0.5102 -0.232 0.229 0.069
H -1.1036 0.8637 0.2705 -0.223 0.049 -0.306
H -1.2521 -0.2711 -1.0601 0.575 0.156 -0.427
H 0.8144 1.8267 -2.5269 -0.309 0.323 -0.345
H -0.0955 0.4546 -2.6705 -0.151 0.384 -0.121
H 1.4049 -0.0420 0.6536 -0.145 -0.346 0.161
H 3.4182 -0.0619 -0.6572 0.406 0.151 -0.139
H 3.2080 -0.3950 -2.4066 -0.327 -0.307 0.106
H 3.3306 1.2403 -1.9237 0.174 0.089 0.317
H -3.0234 0.2740 1.2319 0.118 0.039 0.246
H -2.5947 1.1652 2.5471 0.145 -0.319 -0.132

Record 3
22
Properties=species:S:1:pos:R:3:forces:R:3 method="wB97M-V/def2-TZVPD" e_lumo_ha="0.02889 / 0.02864" de_lowest_ev=3.903 gap_ev="7.9 / 8.1" total_charge=0 total_energy_ev=-9425.58105
C 1.2829 -0.0092 -0.2816 0.052 0.445 -0.012
C 1.2700 2.1086 -0.3466 -0.035 -0.344 -0.172
C 0.4790 -0.3998 -1.4853 0.003 -0.026 -0.015
C 2.3764 -0.9064 0.1984 0.023 -0.025 0.069
N 0.9401 1.0550 0.4943 0.016 -0.180 0.148
H 1.0232 1.0532 1.5101 0.029 -0.013 -0.125
H 2.2607 2.1446 -0.7755 0.007 -0.021 0.043
H 0.5395 2.8715 -0.5860 0.004 0.005 0.035
H 0.0778 -1.4161 -1.3504 0.036 0.052 0.010
H 1.0768 -0.4232 -2.4008 -0.019 0.012 0.057
H -0.3475 0.2903 -1.6457 0.020 0.023 0.030
H 2.2739 -1.0854 1.2782 -0.014 0.024 -0.067
H 2.3895 -1.8656 -0.3205 -0.023 0.049 0.012
H 3.3587 -0.4367 0.0610 -0.071 -0.003 -0.004
C -2.1978 -1.1397 0.9605 0.004 0.043 -0.016
C -2.9106 0.0992 0.4889 0.018 0.073 -0.021
N -2.4132 1.2338 0.2279 -0.022 -0.196 0.056
H -1.3992 1.2324 0.3747 -0.058 -0.058 0.005
H -3.9920 -0.0091 0.3585 0.038 0.011 0.004
H -2.6080 -1.4700 1.9196 0.018 0.039 -0.059
H -1.1260 -0.9696 1.0694 -0.020 0.030 -0.007
H -2.3541 -1.9578 0.2509 -0.005 0.060 0.029

Record 4
22
Properties=species:S:1:pos:R:3:forces:R:3 method="wB97M-V/def2-TZVPD" e_lumo_ha=0.03326 de_lowest_ev=5.133 gap_ev=8.0 total_charge=0 total_energy_ev=-9424.35145
C 3.1529 -0.8703 0.6602 -0.384 0.132 2.852
C 2.9225 0.4263 0.4127 0.863 -2.021 0.101
C 2.9242 0.9363 -0.9630 2.088 0.441 -0.563
C -0.7943 -1.5565 -0.4137 -1.266 3.246 0.655
C -2.2925 1.8152 0.4783 2.986 -3.661 -1.665
C -3.3640 -0.3036 0.2434 1.034 1.974 -1.144
N -0.9240 -0.0089 -0.1397 1.813 -1.631 -0.326
N -2.0517 0.4863 0.1131 -2.565 2.178 2.031
H 3.0840 -1.3388 1.7046 0.152 1.123 -1.393
H 3.4545 -1.6084 -0.0386 -0.031 -0.261 -1.099
H 3.2743 0.1578 -1.6405 -0.197 -0.113 -0.089
H 3.6616 1.7750 -1.1094 -1.030 -0.421 0.207
H 1.9315 1.1932 -1.2140 -1.055 0.722 -0.588
H 0.2753 -1.7911 -0.2499 -0.787 0.132 -0.643
H -1.4151 -2.0684 0.3202 0.171 -0.392 -0.036
H -1.2596 -1.6212 -1.4109 0.863 -0.851 0.146
H 2.7959 1.1169 1.2126 -0.471 0.347 0.582
H -1.4276 2.3982 0.5836 0.958 0.670 0.024
H -3.2076 2.1685 0.7598 -2.307 0.235 0.406
H -3.4824 -0.5315 1.3030 -0.586 0.481 -0.214
H -4.0026 0.4436 -0.3334 -0.093 -1.596 1.444
H -3.2554 -1.2187 -0.2786 -0.155 -0.734 -0.686

Record 5
22
Properties=species:S:1:pos:R:3:forces:R:3 method="wB97M-V/def2-TZVPD" e_lumo_ha="0.02676 / 0.02676" de_lowest_ev=5.559 gap_ev="6.5 / 6.6" total_charge=0 total_energy_ev=-9423.92585
C 0.6059 -0.4380 -0.3928 0.161 -0.154 0.190
C 0.0729 0.6936 -1.0841 -0.199 0.384 0.352
C 1.8178 -0.2743 0.4586 -0.047 0.049 0.083
C 2.6257 -0.0514 -0.7792 -0.482 -0.021 -0.136
C -2.0700 -1.4505 -0.0856 0.017 -0.008 0.043
C -1.4320 0.2641 1.5193 -0.017 -0.073 -0.017
N -1.1425 -0.4208 0.2937 0.448 0.264 -0.395
N 0.2623 1.9683 -0.7199 -0.012 -0.427 -0.105
H 0.5365 -1.3815 -0.9103 -0.026 0.009 0.006
H -0.5220 0.5384 -1.9719 0.008 -0.007 0.003
H 0.9326 2.2084 -0.0101 0.005 -0.075 0.007
H -0.1203 2.7189 -1.2656 -0.007 -0.069 0.006
H 1.7678 0.5607 1.1627 -0.011 -0.003 -0.028
H 2.0499 -1.1719 1.0315 -0.027 0.030 -0.035
H 2.9362 0.9486 -1.0459 0.031 0.008 0.052
H 3.1881 -0.8761 -1.1921 0.018 0.011 0.053
H -2.1131 -2.2758 0.6469 0.012 0.070 -0.049
H -1.7713 -1.8869 -1.0450 -0.011 0.014 0.035
H -3.0984 -1.0716 -0.2047 0.079 -0.008 0.010
H -2.4585 0.6677 1.5409 0.066 -0.035 -0.019
H -0.7514 1.1107 1.6463 0.000 -0.005 0.005
H -1.3162 -0.3808 2.4075 -0.005 0.047 -0.060

Record 6
22
Properties=species:S:1:pos:R:3:forces:R:3 method="wB97M-V/def2-TZVPD" e_lumo_ha="0.02279 / 0.02280" de_lowest_ev=4.760 gap_ev="7.9 / 7.9" total_charge=0 total_energy_ev=-9424.72411
C 1.6179 1.3197 -0.7731 0.019 -0.043 0.065
C 1.8794 -0.1860 -0.8527 0.004 0.104 0.013
C 1.4426 1.7998 0.6683 0.028 -0.035 -0.083
H 2.4397 1.8617 -1.2517 -0.037 -0.027 0.024
H 0.7180 1.5669 -1.3463 0.022 -0.003 0.017
H 1.9900 -0.5268 -1.8875 -0.009 0.019 0.031
H 2.8014 -0.4526 -0.3295 -0.035 0.023 -0.020
H 0.6123 1.2766 1.1471 0.025 0.003 -0.019
H 2.3435 1.6026 1.2564 -0.035 0.000 -0.036
H 1.2465 2.8738 0.7108 0.010 -0.055 -0.012
H 1.0684 -0.7358 -0.3650 -0.020 0.003 0.016
C -3.0334 -0.2639 -0.0230 -0.224 0.051 -0.013
C -1.9864 -0.4237 -0.9307 0.194 -0.011 -0.280
C -0.4633 -1.9639 1.7530 -0.009 -0.035 0.036
N -0.9620 -0.9528 1.2064 -0.119 0.029 -0.191
N -1.3368 -0.4679 -1.9355 -0.169 -0.015 0.470
H -0.3442 -0.6852 -1.9601 -0.016 0.009 0.046
H -2.3685 -0.5049 1.0062 0.224 -0.070 0.058
H -3.8223 -1.0050 -0.1432 0.093 0.014 -0.025
H -3.4050 0.7593 0.0203 0.078 -0.050 -0.035
H 0.3886 -2.5174 1.3190 -0.024 0.047 0.003
H -0.8265 -2.3746 2.7107 0.000 0.040 -0.067